[1]
C7H10O in the gas phase in a non-equilibrium geometry. Source: the Open Molecules 2025 dataset; level of theory: the ωB97M-V functional and the def2-TZVPD basis.

Computed properties:
LUMO (alpha / beta) in eV: 0.7 / -1.3
Energy above the lowest of the compared OMol25 structures with the same formula, charge and spin in kcal per mole: 33.3
HOMO level (alpha / beta) in eV: -4.9 / -9.3
Net charge: 0
Expectation value of S²: 2.012
Spin multiplicity: 3

The geometry in XYZ format:
```
18
Properties=species:S:1:pos:R:3:forces:R:3
C -0.620480 -0.158867 0.065849 6.006 4.325 1.695
C 0.824473 -0.026685 0.254784 -5.625 2.729 0.080
C -1.167197 -1.354613 -0.160879 -2.440 -3.402 -0.251
C -1.747946 -2.294319 -0.830260 0.430 -0.176 -0.360
C 1.466948 -1.162694 -0.043345 2.960 -4.488 -0.458
C -1.519075 1.004403 0.233589 0.527 -0.924 -4.611
C 1.546145 1.253030 0.644873 1.944 -1.473 -2.664
O 2.811186 -1.331860 0.213905 -0.616 -0.470 -0.325
H -1.495595 -2.393287 -1.879823 -0.131 -0.170 -0.520
H -2.423908 -3.043887 -0.440627 -0.029 -0.056 0.246
H 0.961587 -2.119386 -0.327697 0.695 1.200 0.281
H -1.124560 1.870061 -0.302743 -0.015 0.096 0.185
H -1.714292 1.216093 1.179679 -0.995 1.098 4.330
H -2.407335 0.670785 -0.284619 -0.687 0.556 0.079
H 1.519446 1.986762 -0.200507 0.180 -0.607 0.520
H 2.642565 0.974047 0.823927 -1.401 0.948 -0.266
H 1.236432 1.771988 1.479050 -1.083 0.743 1.985
H 3.113120 -0.568358 0.707125 0.281 0.071 0.054
```
Positions in Å, forces in eV/Å.

***

[2]
2 unconnected molecules or ions with the total composition C7H16N4 in a non-equilibrium geometry. Source: the Open Molecules 2025 dataset; level of theory: the ωB97M-V functional and the def2-TZVPD basis.

Computed properties:
LUMO in eV: -8.3
Energy above the lowest of the compared OMol25 structures with the same formula, charge and spin in kcal per mole: 92.9
HOMO level in eV: -16.9
Net charge: +2
Spin multiplicity: 1

The geometry in XYZ format:
```
27
Properties=species:S:1:pos:R:3:forces:R:3
C -1.329228 2.559971 1.709531 2.554 2.451 0.721
C -1.810407 1.813646 0.800699 1.012 0.370 2.162
C 0.806343 0.524066 -1.205956 -0.578 0.167 -3.121
C 0.314097 -1.547811 0.050859 -0.303 1.757 0.162
C -2.487218 0.834143 0.227551 -3.231 -1.720 -0.430
C -1.708512 -2.704946 0.625001 -0.497 0.315 -3.476
C 2.981867 1.763282 -1.139473 -0.822 -0.534 -1.074
N 1.095544 -2.577118 0.273448 0.535 -2.182 1.178
N -0.948456 -1.496214 0.207800 -0.078 0.002 -0.288
N 1.639197 1.436841 -1.699199 -0.417 -0.347 1.427
N 1.068012 -0.347904 -0.249113 0.671 0.500 0.941
H -1.661030 3.638466 1.725371 -0.163 -1.086 0.196
H -0.317571 2.465335 2.293423 -2.052 -0.325 -1.161
H -0.126463 0.351646 -1.873451 1.422 0.261 1.576
H -2.732944 1.080667 -0.799157 -0.337 -0.175 -0.484
H -3.363688 0.425525 0.877877 1.362 0.785 -1.231
H -1.270655 -3.255320 1.413384 0.211 -0.054 1.594
H -2.731046 -2.279434 0.795129 0.829 -1.316 0.108
H -1.650273 -3.497018 -0.242578 -0.706 1.607 1.298
H 3.674801 0.945455 -1.417171 -0.096 0.827 0.000
H 2.823263 1.778415 -0.096928 0.446 0.260 1.415
H 3.213518 2.777404 -1.499307 0.414 -0.710 0.135
H 0.516600 -3.278155 0.762991 1.431 -0.176 -0.413
H 2.136079 -2.611213 0.360654 -1.582 0.161 -0.258
H -1.829541 -0.145516 0.017033 0.895 -0.360 0.624
H 1.278248 2.167731 -2.296193 -0.404 -0.472 -0.392
H 1.811344 -0.183321 0.465087 -0.516 -0.007 -1.208
```
Positions in Å, forces in eV/Å.

***

[3]
A molecular structure, C8H12N4 in a non-equilibrium geometry. Source: the Open Molecules 2025 dataset; level of theory: the ωB97M-V functional and the def2-TZVPD basis.

Computed properties:
LUMO in eV: 0.7
Energy above the lowest of the compared OMol25 structures with the same formula, charge and spin in kcal per mole: 244.7
HOMO level in eV: -9.0
Net charge: 0
Spin multiplicity: 1

The geometry in XYZ format:
```
24
Properties=species:S:1:pos:R:3:forces:R:3
C -3.428339 0.053035 -0.121328 -0.945 -3.905 5.628
C -1.423148 -0.841114 0.672260 0.348 -4.184 2.873
C 0.099219 -1.111419 0.383297 -1.796 2.337 -6.281
C 0.757421 0.238036 0.038960 -3.439 -2.485 0.680
C 0.092768 1.328039 -0.102746 0.255 -0.858 -2.598
C -1.307574 1.399422 -0.240004 -0.152 -9.715 -0.048
C 2.908688 -0.727511 -0.631134 0.670 -1.803 0.007
C 4.218474 -0.438234 -0.276742 -6.598 2.772 1.432
H -3.801784 0.444819 -0.892329 -3.149 5.316 -5.527
H -3.842715 0.544293 1.025881 0.971 -1.830 -3.427
H -3.928498 -0.953974 -0.609853 1.219 1.123 2.761
H -1.815637 -2.062524 0.573811 0.226 3.825 0.591
H -1.609707 -0.441061 2.039101 0.468 -1.056 -4.099
H 0.123935 -1.741810 -0.859107 0.035 1.456 4.075
H 0.851724 -1.431354 1.011742 0.442 -2.112 1.999
H 0.495742 2.171576 -0.486837 2.096 2.709 -0.477
H -1.754937 2.019039 -0.789418 -2.707 4.410 -6.317
H -1.363942 1.971210 0.510338 -2.636 3.515 7.866
H 2.614364 -1.602193 -1.166592 -0.536 -0.121 -0.335
H 5.013663 -0.713622 -0.733083 5.311 -2.320 -2.395
N -2.054820 0.006206 -0.319621 3.876 1.357 2.357
N 2.069981 0.162431 -0.031626 8.077 -0.940 -0.795
N 4.158850 0.726550 0.441687 -0.457 -1.161 -0.588
N 2.926277 1.000162 0.563334 -1.578 3.670 2.617
```
Positions in Å, forces in eV/Å.

***

[4]
4 unconnected molecules or ions with the total composition C2H11NO5 in a non-equilibrium geometry. Source: the Open Molecules 2025 dataset; level of theory: the ωB97M-V functional and the def2-TZVPD basis.

Computed properties:
LUMO in eV: 0.4
Energy above the lowest of the compared OMol25 structures with the same formula, charge and spin in kcal per mole: 16.4
HOMO level in eV: -10.2
Net charge: 0
Spin multiplicity: 1
SMILES: O=CNCO.O.O.O

The geometry in XYZ format:
```
19
Properties=species:S:1:pos:R:3:forces:R:3
O -0.152645 1.719540 -1.100361 -0.198 0.928 0.555
C 0.208286 0.793087 -1.798077 -0.229 0.450 0.842
N 0.798258 -0.296124 -1.373356 0.331 -0.930 1.164
C 1.033517 -0.686894 0.013317 0.354 -0.073 -0.487
O 0.676917 -1.995353 0.233366 2.583 -0.164 -0.460
H 0.107247 0.757867 -2.846940 -0.484 0.368 -1.729
H 0.776476 -1.054495 -2.001131 0.397 -0.967 -0.764
H 0.597528 0.055276 0.658599 -0.659 0.222 0.340
H 2.071793 -0.677023 0.187507 1.470 0.357 0.099
H -0.231496 -2.003308 0.402476 -2.917 -0.379 0.435
O -1.838436 -1.885319 0.656929 -0.032 -1.427 -0.734
H -2.046898 -0.995819 0.898364 -0.375 1.623 0.305
H -2.038848 -2.396804 1.430859 -0.169 -0.527 0.514
O 2.780244 2.103264 0.260087 -0.562 0.812 -1.244
H 1.902177 2.275389 -0.142940 0.605 -0.062 0.238
H 2.584030 1.531177 0.979895 -0.146 -0.693 0.992
O -2.272894 0.617920 1.320396 0.904 -0.817 0.512
H -1.787862 1.251891 0.802765 0.195 0.631 -0.532
H -3.167393 0.885727 1.418244 -1.068 0.647 -0.044
```
Positions in Å, forces in eV/Å.

***

[5]
A molecular structure, C4H8O19S4Y in a non-equilibrium geometry. Source: the Open Molecules 2025 dataset; level of theory: the ωB97M-V functional and the def2-TZVPD basis.

Computed properties:
LUMO in eV: 10.3
Energy above the lowest of the compared OMol25 structures with the same formula, charge and spin in kcal per mole: 3.2
HOMO level in eV: 6.9
Net charge: -5
Spin multiplicity: 1

The geometry in XYZ format:
```
36
Properties=species:S:1:pos:R:3:forces:R:3
Y 0.863256 1.116327 -0.043785 0.850 0.882 0.982
S 0.752385 3.399592 -2.031286 0.805 -0.528 1.737
O 0.316668 4.730709 -1.595744 -0.964 0.634 -0.954
O 1.769612 2.955038 -1.064172 3.298 0.745 0.631
O -0.178831 2.287330 -1.713571 -3.435 0.050 -1.823
O 1.215290 3.372926 -3.417532 -0.280 0.380 -0.701
S 0.929401 -1.462050 2.546307 -0.629 2.988 4.010
O -0.409674 -1.278598 3.184412 -1.264 -1.213 -1.008
O 1.275960 -2.842081 2.308664 0.224 -2.444 -0.726
O 0.945746 -0.701098 1.281469 -0.404 -0.471 -1.137
O 1.814033 -0.848447 3.568246 1.300 -0.584 -0.689
S 0.221026 2.601063 2.540828 2.287 -0.845 -0.648
O -0.226786 1.889209 3.723234 -1.295 0.343 0.758
O -0.599975 2.421802 1.328866 -2.991 0.473 -0.853
O 0.453987 4.025938 2.799242 -0.059 0.657 0.472
O 1.425784 1.888879 2.013878 1.998 0.782 0.924
S 2.829660 -0.368794 -1.699652 1.073 0.124 1.284
O 1.374518 -0.178736 -1.885301 -1.532 -0.793 -2.026
O 3.655614 0.249125 -2.736725 0.045 0.256 -0.653
O 2.957935 0.320837 -0.387685 1.874 0.317 0.467
O 3.200354 -1.780029 -1.571493 -0.112 -0.939 -0.312
C -1.098188 -3.443620 -2.380614 -0.719 -1.157 1.225
C -0.792617 -2.250613 -1.489638 0.352 0.430 -0.690
O -1.940949 -1.944047 -0.677337 -0.767 -1.576 -0.267
C -1.909606 -0.766419 -0.091050 -0.665 0.030 0.633
O -1.208653 0.136573 -0.418202 0.210 0.506 -0.427
O -2.841102 -0.695464 0.844382 -0.224 -0.573 0.040
C -2.662269 0.436465 1.729001 -0.380 0.341 0.032
H -0.246530 -3.992595 -2.781444 0.437 0.779 -0.210
H -1.849303 -3.295114 -3.159589 0.024 0.242 -0.030
H -1.483216 -4.202295 -1.676385 -0.416 0.023 -0.226
H -0.596130 -1.349826 -2.073069 0.712 -0.222 0.215
H 0.004036 -2.522844 -0.795159 0.317 0.484 -0.243
H -2.715360 1.348044 1.134465 0.348 0.036 0.183
H -1.722698 0.339921 2.282888 -0.083 0.018 -0.041
H -3.523379 0.402891 2.403549 0.067 -0.174 0.071
```
Positions in Å, forces in eV/Å.

***

[6]
A molecular structure, C4H12O2 in a non-equilibrium geometry. Source: the Open Molecules 2025 dataset; level of theory: the ωB97M-V functional and the def2-TZVPD basis.

Computed properties:
LUMO in eV: 0.5
Energy above the lowest of the compared OMol25 structures with the same formula, charge and spin in kcal per mole: 76.5
HOMO level in eV: -9.1
Net charge: 0
Spin multiplicity: 1

The geometry in XYZ format:
```
18
Properties=species:S:1:pos:R:3:forces:R:3
C 0.136169 0.663277 -1.195222 -0.622 -0.857 -2.883
C 0.125141 -0.824581 -1.148039 1.010 -1.811 3.986
C 1.487391 1.267989 -1.565738 -0.244 -0.102 0.324
O -0.536160 1.309714 -0.222416 -0.175 -0.980 3.094
H -0.418223 0.689561 0.799684 -0.289 1.598 -2.533
H -1.806390 -1.465101 1.861175 0.046 0.090 0.009
H 2.181056 1.109794 -0.736850 0.105 0.036 0.011
H 0.669657 -1.319566 -1.946263 0.269 -0.049 0.220
H -0.876335 -1.231274 -1.062094 -0.222 0.083 -0.145
H -0.509958 0.537969 -2.158017 0.526 1.587 0.525
H 1.901730 0.817698 -2.467144 0.014 -0.029 -0.027
H 1.379503 2.340099 -1.717484 -0.015 0.011 -0.010
C -1.352888 -0.660294 2.449003 -0.332 -0.315 0.139
O -0.196095 -0.131214 1.821771 2.506 -2.606 -1.448
H 0.440582 -0.963329 1.235607 -2.593 3.068 2.256
H -2.082445 0.148120 2.543470 0.152 -0.063 -0.020
H -1.110472 -1.042894 3.444841 0.003 0.068 -0.121
H 0.567738 -1.245967 0.063716 -0.138 0.271 -3.376
```
Positions in Å, forces in eV/Å.

***

[7]
2 unconnected molecules or ions with the total composition C3H8OS. Source: the Open Molecules 2025 dataset; level of theory: the ωB97M-V functional and the def2-TZVPD basis.

Computed properties:
LUMO in eV: 0.9
Energy above the lowest of the compared OMol25 structures with the same formula, charge and spin in kcal per mole: 25.4
HOMO level in eV: -9.3
Net charge: 0
Spin multiplicity: 1
SMILES: C=CO.CS

The geometry in XYZ format:
```
13
Properties=species:S:1:pos:R:3:forces:R:3
C 1.577085 1.201859 -1.248872 -0.071 -0.012 -0.140
C 0.735029 0.435016 -1.909892 -0.304 -0.597 0.108
O 0.364603 -0.817624 -1.429722 0.018 0.386 -0.031
H 1.889312 2.156172 -1.662039 0.033 -0.159 0.284
H 1.927551 0.806243 -0.301842 0.273 0.374 -0.026
H 0.279495 0.663358 -2.862588 0.104 0.233 -0.202
H -0.393780 -0.699575 -0.844502 -0.074 -0.341 0.000
C -1.114745 -0.147467 1.777915 0.014 0.773 0.090
S -1.608540 -1.795188 1.313222 -0.287 -0.649 -0.244
H -2.039839 0.340773 2.071872 -0.059 0.091 0.084
H -0.694801 0.448820 0.967650 0.113 -0.166 -0.060
H -0.441663 -0.102007 2.623401 0.104 -0.184 0.156
H -0.479707 -2.490381 1.505397 0.136 0.251 -0.020
```
Positions in Å, forces in eV/Å.